Here is C7H6Br2S as an isolated structure in a non-equilibrium geometry from the OMol25 dataset. Energies are from the ωB97M-V functional and the def2-TZVPD basis.

Each line ends with the Löwdin spin population.
Atoms and positions in Å:
C 1.60 -0.64 2.12  0.028
C 1.07 -0.05 0.92  0.072
C 2.04 -1.89 1.90  0.008
C 1.22 -0.84 -0.16  0.766
C -2.31 0.23 -1.38  0.263
C -1.35 0.18 -2.27  0.042
C -0.65 -0.95 -2.82  0.505
S 1.98 -2.41 0.19  0.068
Br -1.62 -2.56 -2.52  0.077
Br 0.81 -0.97 -3.94  0.124
H 1.56 -0.24 3.12  0.004
H 0.71 1.01 0.82  0.008
H 2.31 -2.70 2.49  0.004
H -2.86 1.07 -0.94  0.016
H -2.50 -0.67 -0.90  0.017
H -0.78 1.08 -2.74  -0.002

## Properties
Multiplicity: 3
Frontier orbital gap (alpha / beta) in eV: 8.3 / 7.6
HOMO level (alpha / beta) in eV: -7.8 / -9.0
Total energy in eV: -158270.665
Total charge: 0
E_LUMO (alpha / beta) in eV: 0.51 / -1.44

Here is a 2-piece molecular cluster, C7H6Br3NO2 overall in a non-equilibrium geometry from the OMol25 dataset. Energies are from the ωB97M-V functional and the def2-TZVPD basis.

Each line ends with the Mulliken charge.
Atoms and positions in Å:
C -0.36 -0.07 -4.57  -0.316
Br 0.56 -1.68 -3.83  -0.042
Br -1.81 0.53 -3.30  -0.047
Br -1.08 -0.38 -6.39  -0.026
H 0.39 0.72 -4.58  0.425
C 0.03 -0.42 -0.23  0.370
C 0.45 0.86 0.13  -0.406
C 0.64 1.17 1.48  -0.298
C 0.27 0.25 2.50  0.136
C -0.11 -1.04 2.09  -0.386
C -0.18 -1.35 0.73  -0.553
N 0.20 0.71 3.92  0.888
O 0.89 1.59 4.35  -0.564
O -0.65 0.17 4.60  -0.545
H -0.18 -0.73 -1.24  -0.171
H 0.81 1.54 -0.63  0.357
H 1.02 2.14 1.78  0.417
H -0.37 -1.73 2.88  0.403
H -0.52 -2.28 0.31  0.358

## Properties
SMILES: O=[N+]([O-])c1ccccc1.BrC(Br)Br
Frontier orbital gap in eV: 9.2
HOMO level in eV: -10.0
Total energy in eV: -223065.074
Total charge: 0
E_LUMO in eV: -0.82

Here is C7H6CeNO6 as an isolated structure in a non-equilibrium geometry from the OMol25 dataset. Energies are from the ωB97M-V functional and the def2-TZVPD basis.

Each line ends with the Mulliken charge.
Atoms and positions in Å:
O -6.50 -0.79 0.54  -0.084
C -5.38 -0.51 0.69  0.091
Ce -0.75 -0.55 0.02  0.690
O -3.00 1.07 1.97  0.083
C -2.15 0.58 1.34  0.334
C 0.07 -1.93 -1.55  0.337
O 0.44 -2.63 -2.41  0.045
C -1.21 0.93 -1.63  0.404
O -1.53 1.60 -2.53  0.032
C -0.79 -2.28 1.40  0.386
O -1.00 -3.23 2.04  0.067
H -2.75 -1.52 -0.80  0.104
C 3.42 1.36 0.91  -0.978
C 2.25 0.82 0.18  1.027
N 2.21 0.76 -1.17  -0.255
O 1.34 0.43 0.99  -0.597
H 4.22 1.70 0.26  0.423
H 3.67 0.54 1.60  0.330
H 2.96 2.12 1.56  0.330
H 1.45 0.40 -1.75  -0.032
H 3.03 1.12 -1.65  0.263

## Properties
Frontier orbital gap in eV: 5.4
HOMO level in eV: -21.6
Total energy in eV: -34018.388
Total charge: +3
E_LUMO in eV: -16.17

Here is a 2-piece molecular cluster, C7H6Cl2S overall in a non-equilibrium geometry from the OMol25 dataset. Energies are from the ωB97M-V functional and the def2-TZVPD basis.

Each line ends with the Mulliken charge.
Atoms and positions in Å:
C -2.01 -0.25 1.67  -0.657
C -1.35 -0.59 0.44  -0.130
C -1.20 0.28 2.63  -0.205
C 0.00 -0.06 0.47  0.468
C 0.80 0.06 -0.62  0.064
C 0.02 -0.35 -2.73  0.055
C 2.04 0.86 -0.67  -1.114
S 0.42 0.57 2.08  -0.097
Cl 1.56 -0.64 -3.47  -0.163
Cl -0.87 -1.77 -2.48  -0.174
H -2.96 -0.76 1.87  0.324
H -1.76 -0.99 -0.54  0.217
H -1.44 0.68 3.62  0.399
H 2.53 0.76 0.27  0.510
H 1.60 1.85 -1.01  0.296
H 2.63 0.35 -1.54  0.207

## Properties
Frontier orbital gap in eV: 5.7
HOMO level in eV: -7.3
Total energy in eV: -43230.033
Total charge: 0
E_LUMO in eV: -1.55

Here is C7H6ClNaO9P2 as an isolated structure in a non-equilibrium geometry from the OMol25 dataset. Energies are from the ωB97M-V functional and the def2-TZVPD basis.

Each line ends with the Mulliken charge.
Atoms and positions in Å:
Na 0.30 0.45 0.67  1.051
Cl 1.77 7.16 -0.39  -0.326
C 1.73 5.37 -0.44  0.208
C 2.91 4.65 -0.31  -0.502
C 2.86 3.27 -0.36  -0.747
C 1.66 2.52 -0.55  0.593
O 1.67 1.24 -0.60  -1.039
C 0.47 3.33 -0.65  0.340
C -1.57 2.04 0.15  -0.039
O -1.57 0.71 -0.05  -0.934
C 0.53 4.71 -0.59  -0.262
H 3.85 5.18 -0.17  0.364
H 3.77 2.69 -0.25  0.336
H -2.57 2.49 0.06  0.283
H -0.41 5.25 -0.65  0.369
O -2.53 -0.77 1.85  -0.601
P -1.65 -0.14 3.00  0.865
O -2.07 -0.56 4.35  -0.774
O -0.17 -0.26 2.59  -0.925
O -1.95 1.48 2.78  -0.403
P -1.14 2.60 1.92  0.968
O 0.38 2.22 2.30  -0.606
O -1.54 3.98 2.22  -0.749
O -0.78 2.77 -0.88  -0.461
H -2.26 -0.31 0.98  0.539
H 0.37 1.23 2.57  0.451

## Properties
Frontier orbital gap in eV: 5.4
HOMO level in eV: -1.2
Total energy in eV: -61309.600
Total charge: -2
E_LUMO in eV: 4.22

Here is a 2-piece molecular cluster, C7H6F2N2O2 overall in a non-equilibrium geometry from the OMol25 dataset. Energies are from the ωB97M-V functional and the def2-TZVPD basis.

Each line ends with the Mulliken charge.
Atoms and positions in Å:
C 1.43 0.00 -1.57  -0.285
C 0.34 -0.90 -1.98  -0.251
C 0.70 -0.27 0.66  -0.290
C 1.60 0.24 -0.25  0.195
C 3.16 0.48 0.31  0.449
C -1.58 -0.72 0.99  -0.835
C -2.64 1.16 0.78  0.303
N -0.60 -1.15 -1.13  -0.834
N -0.46 -0.74 0.18  0.765
O 3.71 1.42 -0.15  -0.595
O 3.25 -0.41 1.07  -0.558
F -1.66 2.01 0.65  -0.186
F -3.34 0.92 -0.42  -0.227
H 2.16 0.46 -2.35  0.340
H 0.12 -1.27 -2.89  0.539
H 0.71 -0.34 1.68  0.469
H -2.24 -1.51 0.61  0.354
H -1.47 -0.66 2.09  0.323
H -3.19 1.28 1.71  0.323

## Properties
Frontier orbital gap in eV: 7.3
HOMO level in eV: -8.6
Total energy in eV: -19860.957
Total charge: 0
E_LUMO in eV: -1.33

Here is one molecule with the formula C7H6F3N3S in a non-equilibrium geometry from the OMol25 dataset. Energies are from the ωB97M-V functional and the def2-TZVPD basis.

Each line ends with the Mulliken charge.
Atoms and positions in Å:
C -0.46 -1.14 -0.03  0.215
C 1.83 -0.69 0.30  -0.249
C -0.12 1.15 0.03  -0.400
C -2.54 1.84 0.06  -0.083
C -2.32 0.52 0.04  -0.376
C 4.24 -0.07 0.23  -0.831
C -3.35 -0.52 -0.01  0.709
N 0.81 -1.36 -0.04  -0.239
N -0.99 0.13 0.08  0.144
N 2.89 -0.29 -0.32  -0.134
F -3.30 -1.29 -1.16  -0.231
F -3.26 -1.39 1.04  -0.229
F -4.58 0.05 0.03  -0.290
S -0.98 2.62 0.06  -0.070
H -1.18 -2.00 -0.22  0.300
H -3.41 2.35 0.16  0.566
H 4.35 -0.55 1.10  0.335
H 5.08 -0.17 -0.43  0.312
H 4.21 1.09 0.42  0.264
H 3.08 -0.28 -1.34  0.286

## Properties
Frontier orbital gap (alpha / beta) in eV: 7.9 / 7.9
HOMO level (alpha / beta) in eV: -7.4 / -7.4
Total energy in eV: -30810.061
Total charge: 0
E_LUMO (alpha / beta) in eV: 0.51 / 0.51

Here is C7H6IrNO7 as an isolated structure in a non-equilibrium geometry from the OMol25 dataset. Energies are from the ωB97M-V functional and the def2-TZVPD basis.

Each line ends with the Löwdin spin population.
Atoms and positions in Å:
O 0.40 3.21 -1.24  -0.001
C 0.17 2.09 -1.05  0.243
Ir 0.24 -0.13 -1.67  2.036
C 0.25 -2.11 -1.44  0.158
O 0.27 -3.24 -1.30  0.030
C 0.29 -0.50 -3.62  0.346
O 0.32 -0.83 -4.74  0.265
C 2.22 -0.06 -1.34  0.137
O 3.34 -0.08 -1.11  0.061
C -1.77 -0.08 -1.56  0.128
O -2.91 -0.14 -1.45  0.057
H 0.39 0.99 -2.83  0.161
N -0.28 -0.80 2.98  0.003
C -0.38 0.64 2.67  0.016
C -0.31 0.78 1.17  0.018
O -0.71 1.85 0.60  0.124
O 0.10 -0.25 0.54  0.217
H -1.14 -1.28 2.72  0.000
H -0.11 -1.00 3.99  0.000
H 0.48 -1.24 2.43  0.001
H -1.30 1.04 3.10  0.000
H 0.45 1.16 3.15  0.000

## Properties
Multiplicity: 5
Frontier orbital gap (alpha / beta) in eV: 6.2 / 5.5
HOMO level (alpha / beta) in eV: -13.7 / -18.4
Total energy in eV: -25991.408
Total charge: +2
E_LUMO (alpha / beta) in eV: -7.56 / -12.83

Here is C7H6MnNO7 as an isolated structure in a non-equilibrium geometry from the OMol25 dataset. Energies are from the ωB97M-V functional and the def2-TZVPD basis.

Each line ends with the Löwdin spin population.
Atoms and positions in Å:
O 2.70 3.49 -1.45  0.544
C 1.68 2.84 -1.26  0.133
Mn 1.59 1.32 -0.08  2.725
C 1.78 -0.40 0.64  0.036
O 2.08 -1.41 1.13  0.029
C -0.06 2.18 -0.16  0.066
O -1.16 2.55 -0.10  0.040
C 1.83 0.76 -1.83  0.020
O 1.94 0.41 -2.93  0.030
C 2.56 2.13 1.26  0.053
O 3.13 2.57 2.17  0.069
H 0.67 3.31 -1.65  0.078
N -2.61 -2.29 1.18  0.002
C -1.92 -2.35 -0.13  0.010
C -0.88 -1.21 -0.04  0.005
O -0.09 -1.10 -1.00  0.122
O -0.93 -0.51 1.03  0.037
H -2.41 -3.13 1.72  0.000
H -3.62 -2.23 1.06  0.000
H -2.19 -1.42 1.64  0.000
H -1.43 -3.32 -0.26  0.000
H -2.63 -2.17 -0.94  0.000

## Properties
Multiplicity: 5
Frontier orbital gap (alpha / beta) in eV: 7.9 / 5.3
HOMO level (alpha / beta) in eV: -17.4 / -17.1
Total energy in eV: -54476.031
Total charge: +2
E_LUMO (alpha / beta) in eV: -9.52 / -11.79

Here is C7H6N2 as an isolated structure in a non-equilibrium geometry from the OMol25 dataset. Energies are from the ωB97M-V functional and the def2-TZVPD basis.

Each line ends with the Mulliken charge.
Atoms and positions in Å:
C -2.37 0.71 0.92  0.233
C -2.10 -1.24 -0.52  0.331
C -0.45 1.11 -1.61  -0.800
C 0.86 -0.82 1.34  -0.706
C 0.42 0.42 -0.92  -0.218
C 0.14 -0.25 0.31  0.434
C -1.81 -0.60 0.70  -0.524
N -2.72 1.76 1.14  -0.426
N -2.23 -1.84 -1.51  -0.452
H 0.09 1.64 -2.44  0.241
H -1.23 1.63 -1.23  0.376
H 0.36 -1.27 2.20  0.274
H 1.91 -0.38 1.51  0.237
H 1.47 0.36 -1.15  0.381
H -1.63 -1.32 1.47  0.620

## Properties
Frontier orbital gap in eV: 9.3
HOMO level in eV: -9.8
Total energy in eV: -10331.567
Total charge: 0
E_LUMO in eV: -0.53

Here is a 2-piece molecular cluster, C7H6N3O2 overall in a non-equilibrium geometry from the OMol25 dataset. Energies are from the ωB97M-V functional and the def2-TZVPD basis.

Each line ends with the Mulliken charge.
Atoms and positions in Å:
C -1.19 -1.12 -1.87  -0.440
C -1.47 -2.01 -0.79  -0.548
C -0.64 0.10 -1.77  -0.822
C -1.18 -1.51 0.53  -0.642
C -0.29 0.52 -0.55  1.251
C -0.52 -0.24 0.67  0.238
C 0.39 1.64 -0.19  -0.584
N 0.33 0.33 1.70  -0.211
N 0.85 1.62 1.07  0.552
N 2.85 0.14 1.31  0.469
O 1.44 2.44 1.74  -0.662
O 3.23 1.18 1.41  0.090
H -1.06 -1.44 -2.90  0.317
H -1.95 -2.93 -0.80  0.455
H -0.33 0.73 -2.64  0.335
H -1.30 -2.25 1.27  0.437
H 0.63 2.34 -0.91  0.535
H 0.21 0.47 2.71  0.230

## Properties
Frontier orbital gap (alpha / beta) in eV: 6.1 / 6.1
HOMO level (alpha / beta) in eV: -12.7 / -12.7
Total energy in eV: -15907.581
Total charge: +1
E_LUMO (alpha / beta) in eV: -6.63 / -6.61

Here is C7H6NO7V as an isolated structure in a non-equilibrium geometry from the OMol25 dataset. Energies are from the ωB97M-V functional and the def2-TZVPD basis.

Each line ends with the Löwdin spin population.
Atoms and positions in Å:
O -1.25 1.84 -2.92  0.128
C -0.93 1.36 -1.90  0.104
V -0.35 0.63 -0.28  2.115
O -2.32 2.26 1.42  0.135
C -1.56 1.62 0.81  0.128
C 0.64 -0.84 -1.62  -0.007
O 1.47 -1.49 -1.02  0.095
C 1.32 1.44 0.07  0.130
O 2.34 1.93 0.37  0.131
C -1.53 -1.16 -0.07  0.010
O -2.28 -1.89 -0.56  0.034
H 0.49 -1.00 -2.72  -0.004
N 1.76 -1.20 3.89  0.000
C 0.53 -1.95 3.54  -0.001
C -0.02 -1.28 2.28  0.003
O -1.01 -1.85 1.72  -0.010
O 0.55 -0.22 1.91  0.008
H 2.55 -1.62 3.40  0.000
H 1.96 -1.25 4.88  0.000
H 1.68 -0.22 3.56  0.000
H 0.76 -3.00 3.36  0.000
H -0.19 -1.90 4.36  0.000

## Properties
Multiplicity: 4
Frontier orbital gap (alpha / beta) in eV: 7.6 / 6.1
HOMO level (alpha / beta) in eV: -11.6 / -11.3
Total energy in eV: -48857.239
Total charge: +1
E_LUMO (alpha / beta) in eV: -3.97 / -5.17